Entry 1:
The following is a DFT calculation (the ωB97M-V functional and the def2-TZVPD basis) of a cluster of 2 separate species, CH3Br3P in total in a non-equilibrium geometry.

## Properties
ΔE to the lowest compared entry with this formula, charge and spin = 65.0 kcal/mol
HOMO (alpha / beta) = -14.51 / -14.51 eV
calculated total energy = -220493.069 eV
total charge = +1

Atoms and positions in Å:
C: -0.067 -0.175 -0.673
P: -2.841 0.017 -0.079
Br: -3.444 0.961 -1.932
Br: -3.701 -2.027 -0.058
Br: -3.992 1.025 1.535
H: 0.353 0.781 -0.625
H: -0.701 -0.256 -1.659
H: 0.234 -1.127 -0.145

Atomic forces in eV per Å
C -3.60 -2.45 -2.26
P 0.36 -0.36 0.56
Br -0.02 -0.10 0.14
Br 0.50 0.82 -0.14
Br 0.80 -0.36 -0.78
H 0.73 1.29 0.97
H 1.59 -0.32 1.94
H -0.36 1.49 -0.44



Entry 2:
The following is a DFT calculation (the ωB97M-V functional and the def2-TZVPD basis) of a structure of composition CH3BrClN in a non-equilibrium geometry.

## Properties
ΔE to the lowest compared entry with this formula, charge and spin = 129.3 kcal/mol
HOMO (alpha / beta) = -8.13 / -8.93 eV
calculated total energy = -85135.099 eV

Atoms and positions in Å:
C: -1.346 0.171 -0.328
N: 2.054 -0.568 1.072
Cl: 3.138 -0.719 -0.200
Br: 0.748 0.566 0.732
H: -1.210 0.568 -1.262
H: -1.654 -0.865 -0.483
H: -1.731 0.848 0.469

Atomic forces in eV per Å
C -0.10 -0.41 2.15
N 0.09 -0.66 0.91
Cl 0.56 -0.04 -0.74
Br -0.89 0.45 -0.45
H 0.52 1.51 -2.02
H 0.05 0.14 1.04
H -0.24 -1.00 -0.89



Entry 3:
The following is a DFT calculation (the ωB97M-V functional and the def2-TZVPD basis) of a cluster of 2 separate species, CH3BrF2Si in total in a non-equilibrium geometry.

## Properties
ΔE to the lowest compared entry with this formula, charge and spin = 40.3 kcal/mol
HOMO = -9.84 eV
calculated total energy = -84438.966 eV

Atoms and positions in Å:
C: 0.180 -0.950 0.317
F: 0.541 -0.971 1.624
F: 1.207 -1.534 -0.366
Si: -0.004 0.881 -0.251
Br: -0.341 0.949 -2.411
H: -0.699 -1.600 0.206
H: -2.007 1.534 0.724
H: 1.123 1.691 0.157

Atomic forces in eV per Å
C -0.17 -0.14 -0.16
F 0.00 0.16 0.55
F 0.21 -0.07 -0.35
Si -3.29 0.35 1.20
Br 0.07 0.00 -0.04
H 0.06 0.30 -0.09
H 2.84 -0.85 -1.27
H 0.28 0.24 0.15



Entry 4:
The following is a DFT calculation (the ωB97M-V functional and the def2-TZVPD basis) of the molecule CH3BrN2O in a non-equilibrium geometry.

## Properties
ΔE to the lowest compared entry with this formula, charge and spin = 11.5 kcal/mol
HOMO = -10.08 eV
calculated total energy = -76152.706 eV
SMILES = [H]/N=N\OCBr

Atoms and positions in Å:
C: 0.723 1.038 -0.171
N: -0.688 -1.092 -0.327
N: -1.529 -1.833 0.093
O: -0.304 0.197 0.372
Br: 2.487 0.153 -0.014
H: 0.755 1.990 0.330
H: 0.575 1.116 -1.257
H: -2.019 -1.569 0.974

Atomic forces in eV per Å
C -0.72 -2.81 -1.46
N 1.86 0.41 -2.18
N 0.00 1.37 1.19
O -1.10 0.19 1.66
Br -0.27 0.38 0.13
H -0.23 -0.04 0.39
H 0.11 0.26 0.40
H 0.34 0.25 -0.12



Entry 5:
The following is a DFT calculation (the ωB97M-V functional and the def2-TZVPD basis) of the ion CH3BrNO2S with charge -1 in a non-equilibrium geometry.

## Properties
ΔE to the lowest compared entry with this formula, charge and spin = 40.7 kcal/mol
HOMO = -3.68 eV
calculated total energy = -87547.857 eV
total charge = -1
SMILES = NC=[S@@](=O)([O-])Br

Atoms and positions in Å:
C: 0.324 0.938 -0.538
N: 0.178 1.107 0.926
O: 0.342 -1.341 -1.911
O: 0.306 -1.664 0.599
S: -0.068 -0.834 -0.589
Br: -2.377 -0.833 -0.707
H: 1.393 0.891 -0.649
H: 0.674 0.552 1.608
H: -0.770 1.183 1.261

Atomic forces in eV per Å
C -1.26 -1.11 2.67
N -0.42 1.92 0.41
O -0.66 -0.14 1.49
O -1.12 1.14 -1.96
S 2.69 -1.21 -1.37
Br -0.14 -0.06 0.29
H 0.79 -0.30 -0.71
H 0.28 -0.44 -0.53
H -0.15 0.20 -0.30



Entry 6:
The following is a DFT calculation (the ωB97M-V functional and the def2-TZVPD basis) of a cluster of 2 separate species, CH3BrO in total in a non-equilibrium geometry.

## Properties
ΔE to the lowest compared entry with this formula, charge and spin = 10.1 kcal/mol
HOMO (alpha / beta) = -8.04 / -11.13 eV
calculated total energy = -73171.017 eV
2S+1 = 3

Atoms and positions in Å:
C: 1.006 -1.450 0.383
O: -1.253 0.839 -0.216
Br: 1.792 0.005 -0.194
H: 1.666 -2.091 0.992
H: -1.035 1.657 -0.632
H: -2.175 1.040 -0.333

Atomic forces in eV per Å
C 0.60 -1.52 1.12
O -0.54 0.00 0.01
Br 0.55 1.74 -0.90
H -1.01 -0.26 -0.21
H 1.81 1.07 -0.52
H -1.42 -1.04 0.51